17 unconnected molecules or ions with the total composition C20H74O27 in a non-equilibrium geometry, computed with the ωB97M-V functional and the def2-TZVPD basis.

Bonds (Å) are listed after each position.
Atoms and positions in Å:
1 O 2.5395 -0.8815 -3.1418  H2 0.959, H3 0.986
2 H 3.3575 -0.9199 -2.6419  O1 0.959
3 H 2.8829 -1.3763 -3.9227  O1 0.986
4 O 1.9398 1.5218 -3.8881  H5 0.986, H6 1.006
5 H 2.3522 1.8362 -4.7262  O4 0.986
6 H 2.2178 0.5992 -3.5991  O4 1.006
7 O -0.7145 0.6922 -3.2605  H8 0.950, H9 0.964
8 H -0.9812 0.2179 -4.0387  O7 0.950
9 H 0.2227 0.8779 -3.3858  O7 0.964
10 O 0.9747 3.5825 -2.0506  H11 0.979, H12 0.978
11 H 1.5338 3.4356 -2.8411  O10 0.979
12 H 0.5309 4.4277 -2.2625  O10 0.978
13 O 0.3639 -0.3772 2.9258  H14 0.947, H15 0.964
14 H 0.0220 -0.4471 2.0457  O13 0.947
15 H -0.3155 -0.0962 3.5484  O13 0.964
16 O -2.2323 1.0298 -1.1313  H17 0.964, H18 1.000
17 H -2.0505 1.9455 -0.8896  O16 0.964
18 H -1.6872 0.9427 -1.9645  O16 1.000
19 O -0.5944 2.5522 2.4230  H20 0.942, H21 0.954
20 H -0.7823 2.2950 1.5370  O19 0.942
21 H -0.7223 1.8519 3.0575  O19 0.954
22 C -0.0364 -4.8994 2.9984  C23 1.574, O25 1.396, H26 1.045, H27 1.102
23 C 0.7693 -3.7610 2.2678  C22 1.574, O24 1.390, H28 1.071, H29 1.087
24 O 1.8267 -3.3898 3.0901  C23 1.390, H30 0.999
25 O -1.2702 -5.3018 2.4849  C22 1.396, H31 0.992
26 H -0.2768 -4.6611 3.9868  C22 1.045
27 H 0.6310 -5.7709 2.9057  C22 1.102
28 H 0.0752 -2.9732 2.0551  C23 1.071
29 H 1.1793 -4.2479 1.3873  C23 1.087
30 H 1.3121 -3.0325 3.8678  O24 0.999
31 H -1.8483 -5.2424 3.2888  O25 0.992
32 C -3.9063 -1.6108 1.3041  C33 1.548, O35 1.416, H36 1.144, H37 1.114
33 C -2.9634 -2.2653 2.3426  C32 1.548, O34 1.398, H38 1.071, H39 1.128
34 O -2.5817 -1.5307 3.4685  C33 1.398, H40 0.981
35 O -4.3053 -2.4909 0.2690  C32 1.416, H41 0.997
36 H -3.4271 -0.6905 0.8221  C32 1.144
37 H -4.9154 -1.4220 1.7367  C32 1.114
38 H -2.0675 -2.5192 1.8128  C33 1.071
39 H -3.5003 -3.2152 2.6287  C33 1.128
40 H -1.6234 -1.5267 3.6796  O34 0.981
41 H -3.5147 -2.9063 -0.1741  O35 0.997
42 C -2.0259 -2.1357 -1.7694  C43 1.509, O45 1.406, H46 1.102, H47 1.122
43 C -2.7373 -2.6133 -3.0112  C42 1.509, O44 1.346, H48 1.082, H49 1.090
44 O -4.0818 -2.5623 -2.9945  C43 1.346, H50 0.946
45 O -2.0374 -3.2677 -0.9357  C42 1.406, H51 0.986
46 H -2.4378 -1.2077 -1.3423  C42 1.102
47 H -0.9597 -1.9338 -2.0527  C42 1.122
48 H -2.4017 -3.6084 -3.2736  C43 1.082
49 H -2.3745 -1.9355 -3.7835  C43 1.090
50 H -4.3092 -3.2820 -2.4247  O44 0.946
51 H -1.4139 -3.9359 -1.3046  O45 0.986
52 C -4.3825 1.9207 3.2405  C53 1.540, O55 1.421, H56 1.027, H57 1.061
53 C -4.2521 2.0496 1.7116  C52 1.540, O54 1.390, H58 1.087, H59 1.077
54 O -4.5696 3.3578 1.3651  C53 1.390, H60 0.981
55 O -4.4405 0.5356 3.5529  C52 1.421, H61 0.929
56 H -5.2406 2.4145 3.5134  C52 1.027
57 H -3.4865 2.2898 3.6737  C52 1.061
58 H -4.9823 1.4037 1.2299  C53 1.087
59 H -3.3234 1.6394 1.3514  C53 1.077
60 H -5.5320 3.4922 1.5019  O54 0.981
61 H -5.2638 0.1957 3.2890  O55 0.929
62 C 4.8738 -1.1730 2.1288  C63 1.543, O65 1.364, H66 1.092, H67 1.041
63 C 3.5381 -1.0319 1.3701  C62 1.543, O64 1.475, H68 1.130, H69 1.105
64 O 3.9167 -0.5090 0.0436  C63 1.475, H70 1.005
65 O 5.7264 -2.0720 1.5579  C62 1.364, H71 1.002
66 H 4.6811 -1.3783 3.1842  C62 1.092
67 H 5.3215 -0.2333 2.1359  C62 1.041
68 H 2.9769 -0.2328 1.9385  C63 1.130
69 H 2.8774 -1.9163 1.3359  C63 1.105
70 H 3.1729 0.1195 -0.2047  O64 1.005
71 H 5.4617 -2.9335 1.9958  O65 1.002
72 C -5.3216 0.4134 -2.4465  C73 1.541, O75 1.462, H76 1.059, H77 1.083
73 C -5.0545 1.9305 -2.4910  C72 1.541, O74 1.398, H78 1.117, H79 1.070
74 O -5.8911 2.6929 -3.3120  C73 1.398, H80 0.960
75 O -4.8906 0.0187 -1.1062  C72 1.462, H81 0.935
76 H -4.7777 -0.1407 -3.1661  C72 1.059
77 H -6.3272 0.1655 -2.7641  C72 1.083
78 H -4.0252 2.1450 -2.8676  C73 1.117
79 H -5.1084 2.3422 -1.5047  C73 1.070
80 H -5.4549 3.4306 -3.7439  O74 0.960
81 H -3.9641 0.1355 -1.1540  O75 0.935
82 C 4.5913 3.2998 -2.2170  C83 1.551, O85 1.410, H86 1.119, H87 1.030
83 C 5.2047 3.1033 -0.8060  C82 1.551, O84 1.370, H88 1.065, H89 1.060
84 O 5.1777 4.3508 -0.2399  C83 1.370, H90 0.954
85 O 4.3697 2.0794 -2.8873  C82 1.410, H91 0.985
86 H 5.2153 3.9602 -2.8697  C82 1.119
87 H 3.6682 3.7546 -2.1801  C82 1.030
88 H 6.2122 2.7634 -0.7512  C83 1.065
89 H 4.7223 2.3661 -0.2168  C83 1.060
90 H 4.2639 4.4938 -0.0077  O84 0.954
91 H 3.4183 1.8561 -2.7657  O85 0.985
92 C 1.4641 4.8165 0.7625  C93 1.503, O95 1.379, H96 1.033, H97 1.120
93 C 1.8613 4.9173 2.2085  C92 1.503, O94 1.403, H98 1.080, H99 1.070
94 O 0.7281 5.2837 2.9508  C93 1.403, H100 0.976
95 O 2.5971 4.4273 0.0788  C92 1.379, H101 0.946
96 H 1.2936 5.8060 0.5214  C92 1.033
97 H 0.5909 4.1251 0.6477  C92 1.120
98 H 2.5540 5.7198 2.4145  C93 1.080
99 H 2.3512 4.1129 2.7156  C93 1.070
100 H 0.3164 4.5038 3.3678  O94 0.976
101 H 2.2228 4.0203 -0.6888  O95 0.946
102 C 0.3173 -0.3224 -0.0956  C103 1.623, O105 1.387, H106 1.137, H107 1.129
103 C 1.0056 1.1416 0.0347  C102 1.623, O104 1.437, H108 1.034, H109 1.097
104 O 2.0962 1.2356 -0.8960  C103 1.437, H110 0.968
105 O -0.9059 -0.2549 0.5557  C102 1.387, H111 1.001
106 H 1.0877 -1.0566 0.3034  C102 1.137
107 H 0.3141 -0.3883 -1.2229  C102 1.129
108 H 1.1254 1.3901 1.0315  C103 1.034
109 H 0.3736 1.9745 -0.2966  C103 1.097
110 H 1.7994 1.8170 -1.6101  O104 0.968
111 H -1.5761 0.1471 -0.0690  O105 1.001
112 C 3.1957 -4.6448 -0.4290  C113 1.528, O115 1.442, H116 1.067, H117 1.075
113 C 3.1388 -3.4333 -1.3576  C112 1.528, O114 1.453, H118 1.036, H119 1.041
114 O 1.7603 -3.0020 -1.2008  C113 1.453, H120 0.969
115 O 4.4380 -5.3749 -0.4768  C112 1.442, H121 0.968
116 H 2.4106 -5.3340 -0.6479  C112 1.067
117 H 3.0816 -4.1725 0.5300  C112 1.075
118 H 3.3278 -3.8510 -2.2865  C113 1.036
119 H 3.8254 -2.6978 -1.0909  C113 1.041
120 H 1.6697 -2.1678 -1.6863  O114 0.969
121 H 4.7992 -5.6072 0.3911  O115 0.968

Summary:
Frontier orbital gap (Ha): 0.3143
DFT total energy (eV): -77213.38081
ΔE to the lowest compared entry with this formula, charge and spin (kcal per mole): 161.0
Max |F| (eV/Å): 4.05
LUMO energy (eV): -0.70